{"formula": "C33H97N3O14", "method": "ωB97M-V with the def2-TZVPD basis set", "homo_ev": -9.13, "de_lowest_ev": 2.7713, "charge": 0, "orbital_gap_ev": 9.342, "multiplicity": 1, "lumo_energy_ev": 0.209, "elements": ["C", "C", "O", "H", "H", "H", "H", "H", "H", "C", "C", "O", "H", "H", "H", "H", "H", "H", "C", "C", "O", "H", "H", "H", "H", "H", "H", "C", "C", "O", "H", "H", "H", "H", "H", "H", "C", "C", "O", "H", "H", "H", "H", "H", "H", "C", "C", "O", "H", "H", "H", "H", "H", "H", "C", "C", "O", "H", "H", "H", "H", "H", "H", "C", "C", "O", "H", "H", "H", "H", "H", "H", "C", "C", "O", "H", "H", "H", "H", "H", "H", "C", "C", "O", "H", "H", "H", "H", "H", "H", "C", "C", "C", "O", "C", "N", "H", "H", "H", "H", "H", "H", "H", "H", "H", "H", "H", "C", "C", "C", "O", "C", "N", "H", "H", "H", "H", "H", "H", "H", "H", "H", "H", "H", "C", "C", "C", "O", "C", "N", "H", "H", "H", "H", "H", "H", "H", "H", "H", "H", "H", "C", "O", "H", "H", "H", "H"], "positions_angstrom": [[-17.2916, 15.9221, 12.5840], [-15.8221, 15.5771, 12.2773], [-15.6307, 14.9740, 11.0057], [-17.7096, 16.6839, 11.9259], [-17.4486, 16.3178, 13.5875], [-17.9460, 15.0509, 12.5552], [-15.3695, 14.8537, 12.9555], [-15.2958, 16.5264, 12.1771], [-15.1012, 14.1815, 11.1203], [-13.6240, 2.8276, 6.3263], [-14.1330, 3.3213, 7.7207], [-15.4952, 3.1162, 7.9114], [-14.2421, 3.2593, 5.5390], [-13.6560, 1.7383, 6.3030], [-12.5877, 3.1244, 6.1646], [-13.8259, 4.3289, 8.0011], [-13.7912, 2.7205, 8.5635], [-15.7301, 3.8573, 8.4746], [-11.0302, 7.7023, 18.9662], [-9.9033, 8.6687, 19.3613], [-8.6646, 8.1222, 18.9830], [-11.9541, 8.2260, 19.2117], [-10.9023, 6.7939, 19.5548], [-10.9706, 7.5195, 17.8933], [-9.8935, 9.0219, 20.3925], [-10.0148, 9.5866, 18.7843], [-8.0765, 8.4624, 19.6612], [-13.9429, 16.4766, 21.5903], [-14.1854, 15.8198, 20.2812], [-13.8861, 16.7499, 19.2445], [-13.9683, 15.8076, 22.4504], [-14.7587, 17.1932, 21.6856], [-13.0601, 17.1098, 21.5020], [-15.2132, 15.4707, 20.1812], [-13.5269, 14.9686, 20.1081], [-14.5750, 17.4175, 19.2820], [-2.5574, 17.9904, 19.3029], [-1.9537, 17.4128, 20.5885], [-2.0572, 15.9956, 20.5047], [-2.1579, 17.5825, 18.3744], [-2.3113, 19.0428, 19.1615], [-3.6412, 17.9215, 19.2098], [-2.5017, 17.7633, 21.4631], [-0.9011, 17.6854, 20.6652], [-1.5182, 15.7136, 19.7621], [-17.1007, 8.7202, 14.8343], [-17.3700, 7.5161, 13.8679], [-16.7800, 7.8811, 12.6310], [-16.0305, 8.9120, 14.9118], [-17.4343, 8.2742, 15.7712], [-17.6993, 9.6065, 14.6239], [-18.4289, 7.2678, 13.7960], [-16.9228, 6.6422, 14.3416], [-17.2248, 8.5647, 12.1246], [-5.4119, 1.7332, 20.1833], [-6.8538, 2.1743, 19.9121], [-6.9934, 2.7996, 18.5858], [-4.8185, 2.6410, 20.2918], [-4.9193, 1.1516, 19.4041], [-5.3483, 1.1328, 21.0908], [-7.2385, 2.8733, 20.6547], [-7.5775, 1.3594, 19.9292], [-6.9295, 3.7520, 18.6877], [-5.1181, 18.9696, 12.4775], [-5.1555, 20.3730, 13.0902], [-5.2915, 21.4165, 12.1560], [-4.2956, 18.8530, 11.7718], [-6.0591, 18.6633, 12.0205], [-4.9834, 18.2651, 13.2982], [-4.1713, 20.5088, 13.5384], [-5.8692, 20.5817, 13.8872], [-6.2120, 21.5660, 11.9284], [-7.3323, 9.8183, 4.7665], [-8.7145, 9.3763, 4.5366], [-9.2478, 8.8299, 5.6974], [-6.9107, 10.2849, 3.8762], [-6.7392, 8.9805, 5.1331], [-7.3199, 10.6662, 5.4514], [-8.8111, 8.7066, 3.6820], [-9.3386, 10.2462, 4.3318], [-8.8299, 7.9804, 5.8564], [-8.1083, 22.4941, 19.8767], [-9.4659, 21.7933, 19.7530], [-9.2749, 20.6064, 19.0570], [-7.4285, 21.8505, 20.4349], [-8.1849, 23.4715, 20.3531], [-7.6866, 22.6646, 18.8861], [-10.2908, 22.3839, 19.3544], [-9.8111, 21.6121, 20.7710], [-10.1281, 20.1876, 18.9223], [-18.6844, 9.3356, 6.4580], [-20.1013, 9.7122, 6.9263], [-20.9887, 8.3959, 7.0141], [-22.3480, 9.0039, 7.2891], [-23.3435, 8.0302, 7.3479], [-19.9079, 10.2029, 8.2379], [-18.0838, 8.6628, 7.0701], [-18.0951, 10.2524, 6.4381], [-18.6767, 8.9319, 5.4455], [-20.5007, 10.4832, 6.2674], [-20.6812, 7.8166, 7.8847], [-20.9587, 7.7571, 6.1314], [-24.2660, 8.6095, 7.3872], [-23.2301, 7.4582, 8.2688], [-23.3598, 7.3101, 6.5298], [-20.7599, 10.6540, 8.5389], [-19.2410, 10.9614, 8.2321], [-1.8271, 8.0570, 14.1804], [-2.5128, 7.8873, 15.5652], [-1.5345, 7.1898, 16.5266], [-1.1629, 5.8907, 16.1469], [-0.0915, 5.4252, 16.9437], [-2.8797, 9.2321, 15.9659], [-1.3927, 7.1000, 13.8913], [-0.9353, 8.6837, 14.1665], [-2.5174, 8.3940, 13.4070], [-3.4025, 7.2709, 15.4366], [-2.0223, 7.0885, 17.4961], [-0.6716, 7.8441, 16.6513], [0.6385, 6.2157, 17.1178], [0.4427, 4.5892, 16.4923], [-0.3935, 5.0148, 17.9073], [-3.4763, 9.1318, 16.7747], [-3.5999, 9.4995, 15.3102], [-9.5917, 9.3963, 12.9524], [-10.2487, 10.7554, 12.7146], [-9.1847, 11.8903, 12.4334], [-8.5153, 12.2087, 13.6472], [-9.1955, 13.1579, 14.4959], [-11.1910, 10.6428, 11.6261], [-8.8703, 9.1714, 12.1669], [-10.3209, 8.5862, 12.9668], [-9.0694, 9.4012, 13.9092], [-10.8060, 11.0004, 13.6188], [-9.7138, 12.7411, 12.0040], [-8.5093, 11.7240, 11.5942], [-8.5678, 13.2961, 15.3763], [-10.1919, 12.8286, 14.7902], [-9.2488, 14.0920, 13.9366], [-10.6538, 10.3159, 10.8357], [-11.9062, 9.9828, 11.8963], [-11.3468, 21.7189, 12.9551], [-10.7442, 22.6190, 12.0476], [-11.1929, 20.6707, 12.6990], [-10.9533, 21.9061, 13.9542], [-12.4217, 21.8794, 13.0391], [-11.2109, 22.5669, 11.2103]], "forces_ev_per_angstrom": [[-0.1, -0.5, 0.2], [-0.3, 0.3, -0.5], [-0.5, -0.4, -0.8], [0.3, -0.1, -0.3], [0.5, 0.1, 0.2], [0.1, -0.2, -0.3], [-0.2, 0.7, 0.8], [0.4, 0.0, 0.8], [-0.1, 0.1, -0.1], [-0.4, 0.4, 1.4], [1.6, -1.2, 0.3], [-1.8, 0.9, -0.6], [0.0, -0.1, 0.0], [-0.2, 0.1, -0.2], [0.0, 0.1, 0.1], [0.0, 0.4, -0.6], [1.6, -0.3, -0.4], [-0.7, -0.2, 0.0], [0.8, 1.0, 0.9], [-0.8, 0.5, -1.2], [0.7, -0.3, 0.7], [-0.3, -0.4, -0.1], [-0.3, -0.1, -0.2], [0.0, -0.2, 0.1], [-0.3, -0.6, 0.3], [-0.3, 0.3, -0.2], [0.6, -0.3, -0.3], [-0.6, 0.8, 0.3], [0.5, -0.5, -0.8], [-0.2, -0.1, -0.3], [0.3, 0.1, 0.0], [-0.2, 0.1, 0.5], [0.3, -0.5, 0.4], [-0.1, -0.1, 0.1], [0.0, 0.0, 0.0], [0.0, 0.2, -0.2], [0.1, 1.1, -0.3], [-0.4, -0.3, -1.5], [-0.1, -0.2, 0.7], [0.3, -0.6, 0.2], [-0.1, 0.3, 0.4], [0.0, -0.2, 0.4], [0.1, -0.2, 0.0], [0.0, 0.3, 0.2], [0.0, 0.0, 0.0], [-0.9, -2.0, 0.3], [0.3, 2.6, 0.4], [0.7, -1.5, -0.6], [-0.2, 0.1, -0.2], [0.0, 0.6, 0.6], [0.2, 0.0, -0.1], [-0.2, 0.3, -0.2], [0.6, -0.1, -0.7], [-0.5, -0.1, 0.5], [-0.2, 0.5, 0.1], [-0.2, 0.2, -1.3], [0.2, -0.6, 1.0], [0.2, -0.1, 0.2], [-0.5, 0.0, -0.3], [0.0, 0.2, 0.2], [0.4, 0.1, 0.2], [0.2, -0.3, -0.2], [0.1, 0.0, 0.1], [-0.7, 0.1, 0.7], [0.6, 0.0, -0.1], [0.3, 0.4, -0.7], [-0.1, 0.2, 0.0], [0.0, 0.2, -0.3], [0.2, -0.1, 0.0], [0.1, 0.2, 0.1], [-0.3, -0.8, 0.1], [-0.1, -0.2, 0.1], [1.1, 1.0, -0.2], [-0.9, 0.7, -0.7], [-0.7, -0.7, 0.9], [0.3, -0.5, -0.3], [0.4, 0.2, -0.1], [0.0, -0.4, 0.6], [0.0, -0.2, -0.1], [-0.1, 0.0, -0.2], [0.0, -0.1, 0.1], [-0.5, 0.0, -0.6], [0.2, 0.9, 1.3], [0.0, -0.8, -0.6], [0.0, 0.1, 0.0], [-0.1, -0.1, 0.2], [0.1, -0.1, 0.0], [0.3, 0.4, -0.6], [0.0, -0.4, 0.4], [0.0, -0.1, 0.0], [0.2, 0.4, -0.9], [1.3, -2.9, -0.6], [-1.1, 3.3, 0.6], [2.4, -1.3, -1.2], [-0.4, 0.2, 0.7], [-0.6, 1.0, 1.7], [-0.6, -0.2, 0.4], [0.1, 0.2, -0.2], [-0.1, 0.0, -0.1], [-0.4, -0.4, -0.4], [0.1, 0.0, 0.1], [-0.3, 0.3, -0.3], [-0.3, -0.4, 0.0], [-0.2, -0.2, 0.2], [0.1, 0.2, -0.4], [-0.3, -0.1, 0.4], [0.3, 0.0, -0.1], [0.3, -1.1, 0.2], [1.4, -0.4, -1.9], [-0.9, 0.7, 0.6], [0.5, -0.2, -0.6], [0.3, -0.3, 0.1], [-0.6, -0.1, 1.0], [-0.4, -0.3, -0.3], [-0.3, 0.6, 0.5], [0.0, 0.0, 0.1], [0.0, -0.4, 0.0], [-0.1, 0.3, 0.4], [0.3, 0.1, 0.0], [0.1, 0.1, 0.0], [-0.3, 0.1, -0.6], [-0.5, 0.3, 0.3], [0.1, 0.2, 0.8], [0.2, 0.5, -0.6], [0.5, 0.2, 0.5], [1.1, -0.2, -0.3], [-1.7, -0.1, 0.7], [0.1, 0.1, 0.0], [0.7, -0.4, -1.0], [-0.1, 1.0, -0.2], [0.1, 0.0, -0.1], [-0.1, 0.1, 0.1], [0.2, -0.1, 0.0], [0.0, 0.4, 0.0], [-0.5, 0.5, 0.5], [0.6, -0.9, 0.5], [-0.1, -0.1, -0.1], [-0.1, -0.1, 0.0], [-0.2, 0.2, 0.2], [-0.5, -0.4, -0.4], [0.0, -0.2, -0.4], [-0.4, 0.0, 0.4], [0.1, 0.0, 0.0], [0.2, -0.1, -0.1], [0.3, 0.0, -0.2], [-0.2, 0.1, -0.1], [0.0, 0.0, 0.0]]}